DFT (ωB97M-V/def2-TZVPD) results for one molecule with the formula CH4F2Si in a non-equilibrium geometry.

Geometry as XYZ:
```
8
Properties=species:S:1:pos:R:3
C -1.213 -0.149 0.334
Si 0.966 0.125 -0.466
F 1.703 -1.320 -0.284
F 1.830 0.879 0.624
H -1.897 -0.764 -0.254
H -1.127 -0.507 1.421
H -1.524 1.010 0.330
H 1.263 0.727 -1.704
```

Values from the calculation:
HOMO level = -10.482 eV
M = 82.1 u
HOMO-LUMO gap = 0.41495 Ha

Atomic partial charges in e from the natural (NBO) method, atoms 1 to 5:
1 C -0.9935
2 Si 1.8879
3 F -0.6624
4 F -0.6596
5 H 0.2231